A molecular structure, C31H35CdN9O6 in a non-equilibrium geometry. Source: the OMol25 dataset; level of theory: ωB97M-V/def2-TZVPD.

Geometry as XYZ:
```
82
Properties=species:S:1:pos:R:3
Cd 1.079 0.431 2.155
N 2.112 3.442 1.544
O 1.731 4.468 0.951
O 1.409 2.411 1.497
O 3.151 3.431 2.196
N 0.040 -0.025 -0.966
O -1.018 -0.381 -1.429
O 0.466 -0.124 0.226
O 0.811 0.444 -1.802
N -0.522 -0.660 -4.267
C -1.192 0.419 -4.710
C -1.211 0.330 -6.088
C -0.610 -0.880 -6.506
C -0.264 -1.536 -5.330
H -0.351 -0.776 -3.279
H -1.404 1.181 -3.975
H -1.516 1.092 -6.790
H -0.466 -1.173 -7.536
H 0.234 -2.470 -5.117
N -3.823 0.661 -1.162
C -4.889 0.060 -0.547
C -5.544 0.983 0.239
C -4.806 2.184 0.119
C -3.781 1.960 -0.769
H -3.202 0.140 -1.764
H -5.250 -0.948 -0.688
H -6.374 0.830 0.914
H -4.935 3.033 0.773
H -3.014 2.638 -1.115
N 3.005 -5.116 -0.747
C 3.135 -3.855 -1.315
C 1.877 -3.318 -1.628
C 0.981 -4.217 -1.088
C 1.673 -5.261 -0.506
H 3.777 -5.686 -0.434
H 4.140 -3.533 -1.545
H 1.672 -2.307 -1.946
H -0.096 -4.149 -1.087
H 1.385 -6.129 0.068
N 0.176 3.355 -2.363
C 0.696 4.235 -3.278
C -0.144 5.349 -3.201
C -1.103 5.224 -2.172
C -0.833 3.932 -1.649
H 0.557 2.446 -2.143
H 1.578 4.029 -3.866
H -0.023 6.225 -3.822
H -1.902 5.873 -1.845
H -1.244 3.320 -0.860
N 3.016 -0.241 1.542
C 3.805 -1.127 2.264
C 5.113 -1.478 2.031
C 5.639 -1.099 0.804
C 4.876 -0.199 -0.010
C 3.600 0.155 0.355
H 3.213 -1.533 3.071
H 5.720 -2.080 2.691
H 6.660 -1.366 0.570
H 5.357 0.162 -0.907
H 3.034 0.811 -0.291
N -0.808 1.285 2.720
C -1.009 2.300 3.667
C -2.241 2.565 4.220
C -3.332 1.756 3.884
C -3.249 0.817 2.861
C -1.970 0.651 2.310
H -0.163 2.936 3.881
H -2.243 3.245 5.058
H -4.322 1.888 4.296
H -4.142 0.297 2.550
H -2.007 0.050 1.413
N 0.504 -1.386 2.993
C 0.580 -2.600 2.322
C 0.105 -3.857 2.780
C -0.513 -3.859 4.030
C -0.557 -2.709 4.802
C -0.070 -1.519 4.236
H 1.045 -2.636 1.348
H 0.234 -4.744 2.176
H -0.945 -4.773 4.409
H -1.034 -2.691 5.771
H -0.068 -0.601 4.804
```

2S+1	2
gap between HOMO and LUMO (alpha / beta)	7.2 / 3.3	eV
HOMO energy (alpha / beta)	-9.68 / -9.67	eV
charge	+1

These are the Mulliken partial charges, in e, on atoms 1 to 8: Cd 0.270; N 0.759; O -0.632; O -0.289; O -0.622; N 0.721; O -0.560; O 0.227



A molecular structure, C31H35FeNO9 in a non-equilibrium geometry. Source: the OMol25 dataset; level of theory: ωB97M-V/def2-TZVPD.

Geometry as XYZ:
```
77
Properties=species:S:1:pos:R:3
Fe -0.238 0.011 -0.133
C 2.157 -1.899 -0.916
C 1.904 -1.022 -2.119
O 0.569 -0.613 -2.244
C 0.139 0.110 -3.338
C -0.533 1.416 -2.886
O -1.129 1.240 -1.625
C -2.311 2.060 -1.358
C -1.882 2.773 -0.115
O -1.514 1.648 0.809
C -0.932 2.117 2.068
C -0.408 0.877 2.738
O 0.467 0.277 1.813
C 1.542 -0.464 2.371
C 2.387 -1.020 1.270
O 1.410 -1.485 0.263
H 3.191 -1.903 -0.756
H 1.771 -2.920 -1.206
H 2.370 -1.520 -3.015
H 2.484 -0.099 -1.880
H -0.585 -0.544 -3.923
H 0.911 0.322 -4.167
H -1.315 1.717 -3.591
H 0.247 2.204 -2.939
H -3.152 1.350 -1.252
H -2.513 2.795 -2.195
H -2.669 3.390 0.449
H -1.024 3.388 -0.200
H -1.750 2.569 2.714
H -0.124 2.790 1.833
H -1.161 0.123 2.896
H 0.068 1.004 3.751
H 1.203 -1.376 2.952
H 2.137 0.087 3.041
H 3.000 -1.897 1.615
H 3.082 -0.268 0.881
C -6.235 -3.481 1.728
C -5.739 -2.446 2.585
C -4.540 -1.815 2.344
C -3.684 -2.294 1.312
C -4.278 -3.240 0.399
C -5.494 -3.872 0.554
C -2.595 -1.366 0.878
C -1.671 -1.501 -0.031
C -1.540 -2.631 -0.915
C -1.920 -2.606 -2.229
C -2.073 -3.763 -2.973
C -1.785 -5.057 -2.441
C -1.172 -5.023 -1.230
C -1.012 -3.851 -0.513
H -7.120 -4.028 1.961
H -6.310 -2.189 3.465
H -4.276 -0.917 2.893
H -3.767 -3.477 -0.520
H -5.701 -4.720 -0.092
H -2.622 -0.480 1.480
H -2.306 -1.690 -2.624
H -2.562 -3.684 -3.880
H -1.999 -5.969 -2.933
H -0.870 -5.931 -0.726
H -0.644 -4.026 0.479
O 3.009 1.339 -0.736
C 2.552 2.553 -0.526
O 1.376 2.936 -0.681
C 3.589 3.526 0.040
C 3.250 4.859 0.400
C 4.148 5.632 1.181
C 5.444 5.257 1.280
C 5.790 3.980 0.911
C 4.931 3.125 0.260
N 7.128 3.484 1.134
O 7.743 4.014 2.071
O 7.543 2.493 0.459
H 2.277 5.221 0.082
H 3.868 6.604 1.662
H 6.179 5.732 1.910
H 5.289 2.066 -0.026
```

2S+1	5
gap between HOMO and LUMO (alpha / beta)	6.7 / 7.4	eV
HOMO energy (alpha / beta)	-6.99 / -7.65	eV

These are the Mulliken partial charges, in e, on atoms 1 to 8: Fe 1.007; C -1.036; C -0.446; O -0.065; C -0.669; C -0.679; O 0.006; C -0.828



A molecular structure, C31H35NiP2. Source: the OMol25 dataset; level of theory: ωB97M-V/def2-TZVPD.

Geometry as XYZ:
```
69
Properties=species:S:1:pos:R:3
Ni 0.597 -0.544 0.643
C -0.501 6.513 -2.269
C -0.676 6.359 -0.899
C -0.605 5.094 -0.328
C -0.332 3.960 -1.098
C -0.158 4.134 -2.471
C -0.246 5.396 -3.051
P -0.259 2.343 -0.178
C -0.313 1.201 -1.625
C 0.806 0.698 -2.289
C 0.656 -0.117 -3.409
C -0.607 -0.458 -3.871
C -1.731 0.026 -3.207
C -1.579 0.842 -2.096
C 1.492 2.272 0.353
C 2.333 3.389 0.374
C 3.609 3.289 0.919
C 4.023 2.070 1.442
C 3.181 0.960 1.386
C 1.889 0.993 0.831
H -0.566 7.496 -2.722
H -0.878 7.224 -0.278
H -0.761 4.974 0.741
H 0.057 3.273 -3.095
H -0.111 5.506 -4.121
H 1.795 0.966 -1.940
H 1.536 -0.485 -3.925
H -0.717 -1.099 -4.738
H -2.724 -0.236 -3.555
H -2.457 1.213 -1.575
H 2.001 4.343 -0.024
H 4.265 4.151 0.940
H 5.010 1.983 1.888
H 3.550 0.026 1.808
C -3.053 -0.344 2.930
C -1.756 -1.111 2.586
C -1.233 -1.772 3.877
C -0.657 -0.171 2.084
C -2.140 -2.186 1.557
C -2.645 -3.429 1.944
C -2.986 -4.404 1.009
C -2.840 -4.152 -0.348
C -2.374 -2.907 -0.754
C -2.037 -1.943 0.186
H -2.832 0.436 3.666
H -3.826 -1.007 3.344
H -3.454 0.138 2.035
H -0.915 -0.986 4.568
H -0.363 -2.394 3.653
H -1.989 -2.387 4.391
H -0.634 0.708 2.737
H -2.767 -3.656 2.997
H -3.359 -5.365 1.347
H -3.092 -4.913 -1.079
H -2.271 -2.679 -1.810
H -1.712 -0.967 -0.138
C 1.023 -3.940 1.015
P 1.656 -2.438 0.168
C 3.417 -2.540 0.681
C 1.806 -3.143 -1.531
H 1.644 -4.813 0.787
H -0.010 -4.133 0.708
H 1.024 -3.765 2.093
H 3.838 -3.510 0.401
H 3.485 -2.418 1.764
H 3.991 -1.737 0.215
H 2.407 -4.059 -1.535
H 2.267 -2.404 -2.189
H 0.808 -3.363 -1.920
```

2S+1	3
gap between HOMO and LUMO (alpha / beta)	5.5 / 6.2	eV
HOMO energy (alpha / beta)	-2.58 / -3.35	eV
charge	-1
energy relative to the best compared isomer or geometry (same formula, charge and spin)	0.0	kJ/mol

These are the Mulliken partial charges, in e, on atoms 1 to 8: Ni -0.402; C -0.439; C -0.527; C -0.164; C 0.146; C -0.190; C -0.712; P -0.129



Results for total energy: -62958.461; -87011.727; -92334.420 (in eV, following the order of the records).